Record 1
{
  "formula": "C7H15N2O3PS",
  "method": "the ωB97M-V functional and the def2-TZVPD basis",
  "smiles": "CCNC(=O)O[C@H]([PH2]=S)N(C)C(C)=O",
  "e_tot_ev": -36746.42351,
  "multiplicity": 1,
  "elements": ["H", "H", "H", "C", "C", "H", "N", "H", "C", "C", "H", "O", "H", "H", "H", "H", "H", "C", "S", "O", "C", "O", "P", "N", "H", "H", "H", "H", "C"],
  "positions_angstrom": [[3.97650, 1.62447, -0.78294], [3.72034, 1.24663, 1.00271], [-1.42280, 3.29590, -0.47665], [-2.10066, 1.26051, -1.06476], [-1.91396, 2.38827, 0.03313], [4.45758, -0.57790, -1.17968], [-1.65514, -0.12544, -0.98858], [-2.12460, -2.18121, 1.63207], [1.44152, -1.33059, 0.24013], [3.71052, -0.56856, -0.30362], [-2.97406, -0.03111, 1.68827], [1.71335, -1.17519, 1.44328], [-2.53981, -2.13499, -0.67387], [-2.93457, -1.27653, -2.23270], [2.26719, 1.23264, -0.19663], [2.83024, -2.36906, -0.77344], [-1.24706, 2.11824, 0.91163], [3.36978, 0.99440, -0.05794], [-0.83641, -0.33587, 3.39208], [-2.66702, 1.60686, -2.13863], [-2.76974, -1.10838, -1.10621], [0.10529, -1.52240, -0.24085], [-1.75801, -0.78190, 1.74117], [2.53703, -1.37236, -0.74572], [-0.02851, 0.48342, 0.33689], [-2.89925, 2.78113, 0.46387], [-3.76760, -0.75584, -0.68647], [4.25426, -0.99243, 0.61066], [-0.74441, -0.39273, 0.15280]]
}



Record 2
{
  "formula": "C17H10IN2O6Pt",
  "method": "the ωB97M-V functional and the def2-TZVPD basis",
  "e_tot_ev": -44405.05556,
  "charge": -1,
  "multiplicity": 3,
  "elements": ["C", "H", "O", "O", "C", "Pt", "C", "O", "C", "C", "N", "H", "O", "C", "C", "H", "C", "C", "C", "H", "H", "N", "O", "C", "H", "C", "C", "C", "H", "O", "I", "C", "H", "C", "H", "H", "C"],
  "positions_angstrom": [[0.67915, -4.16618, -0.14452], [1.71872, 0.95394, -0.93646], [5.19854, -2.34356, -0.86971], [-4.38172, 0.97783, -0.32749], [-0.16750, 3.37698, 0.63656], [-0.63811, -0.40132, -1.00823], [-0.21929, -1.03739, 2.38184], [4.02990, -0.33411, -1.26508], [0.15447, 2.18419, -0.04539], [0.92282, 4.23305, 0.90619], [-0.92992, 1.41378, -0.43906], [1.63516, -4.60424, 0.24209], [-2.74041, -0.60068, -0.68204], [2.21858, 3.95377, 0.61711], [-2.51602, 2.88282, 0.61446], [-2.49630, -2.51150, -1.65030], [1.49502, 1.86482, -0.39686], [2.49818, 2.73690, -0.02381], [-1.63124, -4.34665, -0.81473], [0.67862, 5.19097, 1.38331], [-3.58465, 3.14209, 0.76124], [-0.50512, -2.35216, -1.02832], [0.57018, -0.35463, 2.93118], [-0.52330, -4.93683, -0.19099], [3.53810, 2.53321, -0.26275], [-1.49668, 3.74235, 0.92707], [-2.18556, 1.67080, -0.03474], [-3.20814, 0.62653, -0.34082], [1.62854, -2.37103, -0.79452], [-1.04618, -1.69739, 1.87983], [-3.11542, -5.52697, -1.67620], [-1.66209, -3.01367, -1.15024], [3.02978, 4.64715, 0.78394], [0.70113, -2.89396, -0.62249], [-0.53964, -5.95705, 0.17693], [-1.75715, 4.62908, 1.45945], [4.64756, -1.31095, -0.99642]]
}